DFT (ωB97M-V with the def2-TZVPD basis set) results for a molecular structure, C40H53FHgO42.

Structure (XYZ):
```
137
Properties=species:S:1:pos:R:3:mulliken_charge:R:1
Hg 0.3947 -0.3863 -0.1103 1.310
O 2.7230 0.9428 -3.3303 -0.629
C 1.8959 1.2105 -2.2480 -0.069
O 1.2467 0.1156 -1.9243 -0.447
O 1.8860 2.3280 -1.7395 -0.441
H 2.4516 0.0443 -3.5998 0.105
F -0.2980 -1.0337 1.6831 -0.434
C -4.4182 0.8781 1.2511 -0.001
C -3.0310 0.8206 1.8526 1.577
O -3.0324 -0.4808 2.4776 0.539
C -4.3151 -0.8438 2.7441 0.241
O -4.5871 -1.7475 3.4125 -0.540
O -5.1439 -0.0336 2.0571 -0.523
H -4.5088 0.5116 0.2131 -0.115
H -4.8333 1.8150 1.3774 0.423
H -2.8796 1.5429 2.6541 -0.652
H -2.2967 0.9068 1.0414 -0.902
C 0.4771 4.2158 0.6299 0.141
C 1.7999 4.6335 1.1922 -0.564
O 2.5275 3.3861 1.1972 -0.386
C 1.5804 2.3840 1.3164 -0.100
O 1.8675 1.2375 1.4989 0.022
O 0.3567 2.8514 1.0575 0.382
H 0.4640 4.2098 -0.4723 -0.268
H -0.4129 4.8014 1.0390 0.371
H 1.6546 4.9501 2.2441 0.301
H 2.3480 5.3983 0.6479 0.358
C 3.4521 -4.3309 2.3281 -0.653
C 4.2773 -4.8650 1.2025 -0.385
O 3.6921 -4.1887 0.0803 -0.312
C 2.9221 -3.1980 0.5239 -0.171
O 2.2617 -2.4511 -0.1635 0.188
O 2.9505 -3.1500 1.9208 0.322
H 4.0773 -4.2456 3.2752 0.281
H 2.6590 -5.0194 2.4811 0.463
H 4.0747 -5.9663 1.0533 0.297
H 5.3206 -4.4781 1.1894 0.259
C 2.2772 -3.3264 -3.4082 -0.001
C 1.1367 -2.7851 -4.2752 0.137
O 1.8339 -1.8880 -5.0563 -0.064
C 3.0823 -2.3836 -5.2949 0.615
O 3.8173 -2.0058 -6.1345 -0.546
O 3.3168 -3.3439 -4.4056 -0.459
H 2.1517 -4.3110 -3.1225 0.536
H 2.5208 -2.6436 -2.5957 -0.207
H 0.4749 -2.2089 -3.6166 -0.340
H 0.6604 -3.5714 -4.8616 0.459
C -2.3231 4.5605 -2.1764 0.152
C -2.3909 3.6885 -3.3809 -0.169
O -2.0799 2.3794 -2.8148 -0.253
C -1.9660 2.4197 -1.4939 -0.256
O -1.5851 1.4920 -0.8366 0.354
O -2.3086 3.6491 -1.0659 -0.361
H -3.1471 5.3232 -2.1105 0.320
H -1.3623 5.1427 -2.1527 -0.147
H -1.6511 3.9247 -4.2091 0.024
H -3.3840 3.5018 -3.7830 0.313
C 0.1523 -0.0581 -6.8988 0.241
C 1.4952 0.3669 -7.5451 -0.200
O 1.3725 1.8205 -7.4789 -0.344
C 0.1316 2.1579 -7.1829 0.626
O -0.2150 3.2733 -7.0107 -0.539
O -0.6286 1.0781 -7.0329 -0.337
H 0.2386 -0.2721 -5.8890 -0.181
H -0.2419 -0.9697 -7.3868 0.316
H 1.5979 0.0291 -8.6213 0.248
H 2.3761 0.0495 -6.9534 0.178
C 0.5593 0.3835 4.3705 0.945
C 1.7172 -0.4751 5.0410 -0.100
O 1.4282 -0.5405 6.4192 -0.422
C 0.2173 0.0732 6.6575 0.387
O -0.2402 0.2615 7.7387 -0.575
O -0.3757 0.4448 5.4876 0.165
H 0.1057 -0.0844 3.4828 -0.943
H 0.8836 1.4432 4.3007 0.203
H 2.6958 0.0363 4.7955 0.210
H 1.6975 -1.5063 4.6866 0.165
C -2.4823 -3.5710 5.3451 -0.502
C -1.8036 -2.2650 5.1702 1.300
O -0.4652 -2.6078 4.7966 -0.018
C -0.5139 -3.8535 4.1915 0.375
O 0.4292 -4.3595 3.6923 -0.490
O -1.7763 -4.3974 4.3759 -0.382
H -3.5156 -3.6487 5.0490 0.303
H -2.2800 -3.8989 6.3254 0.395
H -1.7604 -1.5502 6.0678 0.030
H -2.1983 -1.6610 4.4012 -0.964
C -2.9779 2.5262 7.1455 -0.373
C -3.7536 1.5994 6.2007 -0.122
O -3.5101 2.1508 4.9260 -0.269
C -2.3295 2.7937 4.9817 0.535
O -1.7414 3.1446 4.0213 -0.441
O -1.8432 2.9597 6.2676 -0.342
H -2.5760 1.9455 7.9809 0.290
H -3.4965 3.4225 7.4456 0.314
H -4.7998 1.6379 6.3467 0.454
H -3.5075 0.4995 6.3117 -0.052
C -4.2949 -0.8048 -2.9367 -0.355
C -4.2045 -2.0481 -3.8329 -0.432
O -2.8611 -2.5201 -3.5501 -0.338
C -2.2843 -1.8816 -2.5504 -0.104
O -1.2573 -2.1304 -2.0154 -0.300
O -3.0758 -0.8970 -2.1027 0.524
H -5.1044 -0.8808 -2.2325 0.348
H -4.2362 0.1564 -3.4770 0.161
H -4.1607 -1.7833 -4.8910 0.340
H -4.9144 -2.8360 -3.6161 0.230
C 1.7190 4.1363 -5.0068 0.147
C 2.9809 4.7295 -4.4350 -0.324
O 2.5455 5.6025 -3.3822 -0.408
C 1.1780 5.4618 -3.2043 0.490
O 0.5735 6.0348 -2.4018 -0.541
O 0.6770 4.6447 -4.1855 -0.143
H 1.7712 3.0534 -5.0233 -0.110
H 1.6291 4.5732 -5.9883 0.359
H 3.5870 5.4412 -5.0359 0.285
H 3.6402 3.9175 -4.1026 0.156
C 5.0971 -0.0125 0.1787 0.517
C 5.3584 0.6998 1.4791 -0.077
O 5.5584 -0.2878 2.4669 -0.371
C 5.5707 -1.4805 1.8636 0.726
O 5.7310 -2.5184 2.4160 -0.564
O 5.2412 -1.3538 0.5799 -0.308
H 5.8655 0.2215 -0.5346 0.308
H 4.0875 0.2821 -0.1898 -0.371
H 4.4859 1.3003 1.7607 -0.072
H 6.2481 1.3636 1.4865 0.225
C -1.4934 -4.3856 0.4673 0.331
C -2.2675 -3.5077 1.4144 0.565
O -3.3704 -3.0068 0.6318 -0.094
C -3.4852 -3.8124 -0.4802 0.334
O -4.4234 -3.7722 -1.2292 -0.650
O -2.4314 -4.5717 -0.6585 -0.348
H -1.1590 -5.3151 0.9394 0.273
H -0.7095 -3.8591 0.0133 -0.030
H -1.8590 -2.5956 1.8580 -0.767
H -2.6964 -4.1144 2.2253 0.210
```

Calculated values
HOMO level: -10.49 eV
charge: 0
LUMO energy: 0.228 eV
Kohn-Sham gap: 10.721 eV
ΔE to the lowest compared entry with this formula, charge and spin: 0.000 eV